Entry from OMol25: C12H48ClHgO16 as an isolated structure (wB97M-V/def2-TZVPD).

Each line ends with the Mulliken charge.
Geometry (Å):
Hg: 17.9859 5.1524 -18.4104  2.926
Cl: 17.4429 4.3446 -23.1108  1.737
O: 17.3982 2.9125 -23.2526  -0.668
O: 16.6649 4.8327 -21.9210  -0.658
O: 18.7595 4.7388 -22.7931  -0.774
O: 17.0710 4.8677 -24.3836  -0.688
C: 16.2999 1.9834 -15.1481  -0.746
O: 16.0167 2.6070 -16.4161  -0.488
H: 17.2789 1.5163 -15.0410  0.215
H: 16.1337 2.6895 -14.3346  0.301
H: 15.6945 1.0776 -15.1159  0.347
H: 15.1452 3.0056 -16.3598  0.212
C: 17.0340 1.9339 -19.6840  -0.922
O: 17.1569 3.0346 -18.7992  -0.007
H: 16.5744 2.3681 -20.5719  0.327
H: 18.0166 1.5169 -19.9046  0.131
H: 16.5819 1.0347 -19.2655  0.353
H: 16.7973 2.7138 -17.9689  0.020
C: 19.3598 9.6994 -16.4632  -0.462
O: 18.8014 8.8450 -15.4727  -0.499
H: 18.5438 10.0354 -17.1029  0.178
H: 19.7305 10.6168 -16.0059  0.405
H: 20.1618 9.1470 -16.9529  0.103
H: 18.6664 9.3571 -14.6720  0.291
C: 20.8703 6.5093 -16.7305  -0.945
O: 20.1289 6.0118 -17.9091  0.085
H: 21.3788 7.4293 -17.0190  0.260
H: 20.1686 6.8159 -15.9547  0.389
H: 21.6111 5.7773 -16.4090  0.313
H: 20.8666 5.6258 -18.3869  -0.238
C: 15.0554 8.3013 -21.2404  -0.618
O: 15.0760 8.1535 -19.8624  -0.527
H: 14.0663 8.6755 -21.5049  0.350
H: 15.8607 8.8641 -21.7125  0.288
H: 15.1249 7.3348 -21.7395  0.235
H: 15.1754 8.9554 -19.3441  0.255
C: 18.6374 7.6688 -20.8924  -0.789
O: 17.9714 7.3340 -19.6375  0.036
H: 19.0451 8.6769 -20.9678  0.314
H: 19.4833 7.0100 -21.0887  0.116
H: 18.0030 7.3632 -21.7243  0.297
H: 17.1715 7.8643 -19.6117  0.064
C: 16.2731 6.6597 -16.1591  -0.883
O: 17.5483 6.6290 -16.6808  -0.098
H: 15.9245 5.6943 -15.7921  0.121
H: 16.4001 7.1337 -15.1858  0.464
H: 15.5431 7.2617 -16.7001  0.171
H: 17.8992 7.4527 -16.3344  0.139
C: 19.5362 0.2035 -17.7671  -0.701
O: 19.5448 1.3188 -16.9650  -0.395
H: 20.0993 0.3988 -18.6797  0.214
H: 19.9184 -0.6812 -17.2579  0.342
H: 18.4793 0.0227 -17.9630  0.207
H: 20.2355 1.2628 -16.3007  0.215
C: 14.4863 4.8593 -18.9322  -0.878
O: 15.7202 5.6333 -18.9915  0.172
H: 13.7494 5.3470 -18.2941  0.333
H: 13.9940 4.7477 -19.8983  0.322
H: 14.5805 3.8529 -18.5243  0.115
H: 15.5000 6.3741 -19.5610  -0.078
C: 20.6268 3.5813 -19.8972  -1.071
O: 19.3830 4.2693 -19.9186  0.009
H: 21.4973 3.9422 -20.4450  0.324
H: 20.8778 3.2947 -18.8759  0.321
H: 20.3623 2.6107 -20.3168  0.345
H: 19.0387 4.3120 -20.8138  -0.246
C: 24.1320 4.9028 -19.4856  -0.692
O: 22.8878 5.5170 -19.0524  -0.423
H: 23.8164 4.2849 -20.3262  0.321
H: 24.8917 5.6448 -19.7315  0.267
H: 24.5318 4.3230 -18.6536  0.231
H: 22.6158 5.9367 -19.8718  0.244
C: 19.3137 3.9856 -15.3297  -1.188
O: 18.4818 3.8676 -16.4738  0.684
H: 20.3330 3.8855 -15.7028  0.184
H: 19.0763 4.8871 -14.7649  0.235
H: 19.1481 3.1269 -14.6791  0.377
H: 18.5807 2.9203 -16.5938  -0.221

- Total charge: +1
- Kohn-Sham gap: 6.208 eV
- LUMO energy: -4.832 eV
- Multiplicity: 1
- Calculated total energy: -2302.70728 Eh

---

Entry from OMol25: a 8-piece molecular cluster, C39H66FN3O12P2 overall (wB97M-V/def2-TZVPD).

Each line ends with the Mulliken charge.
Geometry (Å):
C: 0.6020 0.2404 2.2317  -1.063
C: 1.2325 1.1562 1.4921  -0.924
C: 2.6029 1.6551 1.9079  0.743
C: 2.7228 2.6807 2.8066  -0.055
C: 1.5102 3.3746 3.4247  -1.317
C: 0.5186 3.9591 2.3769  -0.079
C: 0.3394 5.5007 2.4492  -0.652
C: -0.9416 5.8724 1.6316  -0.629
N: -0.7067 5.8446 0.1723  -0.582
C: 4.0618 3.0633 3.1772  0.764
F: 4.2195 4.0477 4.0872  -0.413
C: 5.1588 2.4714 2.6466  0.645
C: 6.5555 2.9387 3.0728  -1.463
C: 7.3799 1.7843 3.7435  0.330
C: 8.7257 1.4932 3.0112  -0.825
C: 8.9424 -0.0250 2.8382  0.520
O: 8.4625 -0.8574 3.5719  -0.552
O: 9.7458 -0.4585 1.8175  -0.519
C: 5.0426 1.4177 1.6740  0.015
N: 6.1998 0.9048 1.1640  -0.041
C: 5.9274 -0.0698 0.3230  0.360
P: 7.4217 -0.8870 -0.4516  -0.308
P: 6.8427 -1.3971 -2.4999  0.870
O: 5.6644 -0.6539 -2.9646  -0.572
O: 6.5889 -3.0099 -2.5446  -0.487
O: 8.1065 -1.0141 -3.4289  -0.494
C: 4.6235 -0.5482 -0.0326  -0.448
N: 3.5281 -0.0096 0.4420  -0.331
C: 3.7390 1.0053 1.3260  0.028
H: -0.1097 -0.4152 1.7221  0.236
H: 0.8346 0.1245 3.2975  0.265
H: 0.7505 1.5595 0.5887  0.889
H: 1.8196 4.0923 4.1963  0.506
H: 0.9727 2.5723 3.9622  0.334
H: 0.8252 3.6687 1.3612  0.002
H: -0.4804 3.5185 2.5346  0.318
H: 1.1989 5.9532 1.9228  0.284
H: 0.2724 5.8895 3.4766  0.387
H: -1.3818 6.8255 1.9575  0.361
H: -1.7131 5.0992 1.8100  0.310
H: -0.4500 6.7722 -0.1486  0.247
H: 0.0342 5.1885 -0.0475  0.235
H: 7.1239 3.3272 2.2128  0.416
H: 6.4209 3.7279 3.8264  0.374
H: 6.7920 0.8652 3.6071  -0.614
H: 7.5273 1.9235 4.8211  0.711
H: 8.7111 1.9097 1.9918  0.393
H: 9.5700 1.8581 3.6153  0.415
H: 9.7980 0.2132 1.1223  0.348
H: 7.5806 -2.0903 0.2945  0.023
H: 6.7961 -3.3371 -1.6558  0.362
H: 7.8704 -0.1866 -3.8763  0.350
H: 4.5391 -1.3655 -0.7493  0.437
C: -4.3315 -2.3144 2.7436  -1.253
C: -2.9971 -2.2767 2.0402  0.738
O: -2.3658 -1.2486 1.9415  -0.494
C: -2.4855 -3.5729 1.4672  -1.079
H: -4.5766 -1.3171 3.1054  0.308
H: -5.1093 -2.6384 2.0499  0.343
H: -4.2850 -2.9960 3.5943  0.360
H: -3.1838 -3.9506 0.7183  0.363
H: -2.3590 -4.3085 2.2606  0.374
H: -1.5203 -3.3994 0.9921  0.300
C: -2.1034 0.1391 -1.4744  -0.189
C: -0.8638 0.8649 -1.9252  0.545
O: -0.0374 1.2540 -1.1267  -0.518
C: -0.6882 1.0898 -3.4042  -1.065
H: -2.0904 0.0509 -0.3871  0.135
H: -2.9870 0.6953 -1.7727  -0.194
H: -2.1292 -0.8609 -1.9088  0.359
H: -1.5142 1.6886 -3.7879  0.181
H: -0.6511 0.1318 -3.9247  0.339
H: 0.2462 1.6221 -3.5793  0.330
C: -5.2627 1.7619 -5.0946  -1.048
C: -4.4907 0.5098 -4.7793  0.767
O: -3.7573 0.4467 -3.8131  -0.436
C: -4.6659 -0.6614 -5.7096  -1.005
H: -5.0435 2.5177 -4.3471  0.255
H: -4.9725 2.1415 -6.0769  0.419
H: -6.3330 1.5515 -5.0763  0.248
H: -4.3487 -0.3868 -6.7172  0.356
H: -5.7112 -0.9733 -5.7198  0.147
H: -4.0534 -1.4938 -5.3639  0.311
C: 5.1456 -1.7641 3.6796  0.043
C: 4.5113 -1.9726 5.0311  0.639
O: 3.3866 -1.5955 5.2681  -0.561
C: 5.3433 -2.6730 6.0773  -1.185
H: 4.4401 -1.2504 3.0254  -0.132
H: 6.0432 -1.1526 3.7813  -0.159
H: 5.4007 -2.7279 3.2346  0.449
H: 6.2495 -2.0987 6.2779  0.287
H: 5.6071 -3.6750 5.7349  0.317
H: 4.7685 -2.7566 6.9983  0.337
C: -2.6951 -8.3309 0.2401  -1.151
C: -1.9831 -7.2805 1.0560  0.884
O: -2.5536 -6.6648 1.9271  -0.522
C: -0.5294 -7.0300 0.7399  -1.125
H: -3.7290 -8.4062 0.5725  0.303
H: -2.6843 -8.0539 -0.8155  0.322
H: -2.2109 -9.2993 0.3751  0.340
H: -0.4248 -6.6965 -0.2940  0.313
H: 0.0488 -7.9420 0.8964  0.387
H: -0.1450 -6.2536 1.3993  0.272
C: -7.2771 4.0080 -0.5682  -1.203
C: -6.5421 3.0616 -1.4849  0.819
O: -6.4798 3.2582 -2.6772  -0.513
C: -5.8862 1.8584 -0.8541  -0.727
H: -7.6971 4.8241 -1.1537  0.327
H: -8.0896 3.4825 -0.0635  0.322
H: -6.5878 4.4226 0.1692  0.309
H: -6.6385 1.2392 -0.3619  0.380
H: -5.1363 2.1793 -0.1287  0.317
H: -5.3958 1.2678 -1.6273  -0.071
C: -10.1880 -1.9447 -6.4066  -1.135
C: -8.9442 -1.2252 -6.8647  0.789
O: -8.1113 -0.8410 -6.0757  -0.502
C: -8.7823 -1.0044 -8.3481  -1.065
H: -10.1740 -2.0339 -5.3218  0.280
H: -11.0747 -1.3815 -6.7018  0.344
H: -10.2213 -2.9451 -6.8413  0.340
H: -9.6081 -0.4003 -8.7274  0.329
H: -8.7548 -1.9639 -8.8670  0.325
H: -7.8479 -0.4777 -8.5345  0.272

- Kohn-Sham gap: 8.109 eV
- LUMO energy: -0.198 eV
- Multiplicity: 1
- Energy relative to the best compared isomer or geometry (same formula, charge and spin): 30.3 kcal per mole
- SMILES: C=Cc1c(CCCCN)c(F)c(CCCC(=O)O)c2nc(PP(=O)(O)O)cnc12.CC(C)=O.CC(C)=O.CC(C)=O.CC(C)=O.CC(C)=O.CC(C)=O.CC(C)=O
- Calculated total energy: -3375.40885 Eh

---

Entry from OMol25: H13LiO7 as an isolated structure (wB97M-V/def2-TZVPD).

Each line ends with the natural charge from an NBO analysis.
Geometry (Å):
Li: 0.1533 -0.0225 -0.5614  0.892
O: -0.5957 -0.3945 1.4486  -1.316
H: -0.1577 -0.3685 2.3416  0.433
O: -2.2007 0.7925 -0.6264  -0.960
H: -2.0997 0.4025 0.2326  0.506
H: -3.0637 0.4865 -0.6694  0.459
O: 2.1683 -0.2585 -0.3724  -0.943
H: 2.4803 -0.7135 -1.1684  0.472
H: 2.6893 -0.7625 0.3616  0.487
O: -0.5547 2.3315 1.6286  -1.006
H: -0.6187 1.3275 1.5846  0.497
H: -1.1477 2.5335 2.3166  0.451
O: -0.4627 -1.4215 -1.7664  -0.984
H: -0.0167 -2.3255 -2.2814  0.498
H: -1.4467 -1.5855 -1.9134  0.506
O: 0.4973 1.7965 -1.4724  -0.929
H: 0.5103 1.6135 -2.2864  0.445
H: -0.2877 2.4465 -1.3714  0.509
O: 1.3573 -2.2145 1.7136  -0.916
H: 1.9533 -2.1375 1.0936  0.423
H: 0.8433 -1.5255 1.7686  0.477

- Kohn-Sham gap: 7.899 eV
- LUMO energy: -0.552 eV
- Multiplicity: 1
- Energy relative to the best compared isomer or geometry (same formula, charge and spin): 49.5 kcal per mole
- Calculated total energy: -541.97215 Eh